Entry from the OMol25 dataset: a cluster of 5 separate species, C22H36BrN2O13 in total (wB97M-V/def2-TZVPD).

Properties
**Highest occupied orbital energy**: -12.365 eV
**Net charge**: +1
**Kohn-Sham gap**: 9.461 eV

Positions of all 74 atoms, in Å:
O 1.9474 2.9821 2.0898
C 1.6850 2.0032 1.5044
Br 0.2169 0.8436 1.9768
C 2.3158 1.5340 0.2004
N 2.9722 0.2003 0.3969
C 4.4708 0.2201 0.3542
C 4.9794 -1.1074 0.9454
N 4.0373 -2.1949 0.7638
C 3.1538 -2.1605 -0.3892
C 2.4699 -0.7864 -0.6065
H 1.5346 1.4085 -0.5523
H 3.0616 2.2587 -0.1263
H 2.6975 -0.1648 1.3158
H 4.7160 0.3318 -0.7040
H 4.8431 1.0807 0.9114
H 5.1603 -0.9841 2.0150
H 5.9476 -1.3321 0.4845
H 3.5680 -2.4566 1.6168
H 2.3942 -2.9274 -0.2445
H 3.6989 -2.4252 -1.2990
H 1.3824 -0.7978 -0.5338
H 2.7247 -0.3904 -1.5915
C 5.7125 1.8244 -6.1045
C 4.6908 1.3789 -5.0848
C 5.2535 0.9976 -3.7233
O 4.3596 -0.0394 -3.2934
C 3.8100 -0.6125 -4.4098
O 3.1996 -1.6286 -4.3798
O 4.0686 0.1384 -5.4865
H 6.1747 0.9507 -6.5630
H 5.2625 2.4289 -6.8882
H 6.4933 2.4148 -5.6229
H 3.8850 2.1087 -4.9771
H 5.2434 1.8119 -3.0022
H 6.2611 0.5838 -3.8059
C -1.3152 1.9808 5.3903
C -2.2921 0.9664 5.9398
C -1.8660 0.2460 7.2084
O -2.4039 -1.0670 7.0246
C -2.5531 -1.2903 5.7004
O -2.7750 -2.3440 5.1998
O -2.3888 -0.1353 5.0128
H -0.5677 1.4144 4.8366
H -1.8028 2.6771 4.7107
H -0.8295 2.5532 6.1804
H -3.2974 1.3795 6.0479
H -2.2675 0.6746 8.1218
H -0.7776 0.1710 7.2795
C -3.3021 -2.2308 1.8385
C -3.0184 -2.0412 0.3679
C -2.3411 -3.2088 -0.3277
O -1.5162 -2.5596 -1.3156
C -1.2835 -1.3070 -0.9066
O -0.4834 -0.5676 -1.4178
O -2.0261 -0.9909 0.1573
H -2.4088 -2.0240 2.4292
H -4.1034 -1.5791 2.1788
H -3.6050 -3.2605 2.0298
H -3.9118 -1.7487 -0.1780
H -3.0289 -3.8826 -0.8285
H -1.6901 -3.7687 0.3480
C -4.7437 2.2526 -2.6741
C -5.7015 1.0842 -2.6802
C -7.0411 1.3347 -2.0059
O -7.3646 0.0535 -1.4526
C -6.2231 -0.6367 -1.2822
O -6.1259 -1.6645 -0.6870
O -5.1893 -0.0054 -1.8792
H -4.2308 2.2973 -1.7133
H -3.9985 2.1685 -3.4621
H -5.2897 3.1859 -2.8175
H -5.8448 0.6865 -3.6871
H -7.8326 1.6387 -2.6843
H -6.9509 2.0549 -1.1892

---

Entry from the OMol25 dataset: a cluster of 9 separate species, C22H36Cl10O12 in total in a non-equilibrium geometry (wB97M-V/def2-TZVPD).

Properties
**Highest occupied orbital energy**: -10.505 eV
**SMILES**: O=C1OCCO1.O=C1OCCO1.O=C1OCCO1.O=C1OCCO1.ClCCCl.ClCCCl.ClCCCl.ClCCCl.ClCCCl
**Kohn-Sham gap**: 10.425 eV

Positions of all 80 atoms, in Å:
O 3.0402 -7.3307 -31.2792
C 3.3973 -6.9228 -32.3415
O 3.3400 -5.6668 -32.7037
C 4.0691 -5.3922 -33.8816
C 4.5873 -6.7424 -34.2147
O 4.0534 -7.6400 -33.2827
H 3.3704 -4.9533 -34.5938
H 4.9210 -4.7708 -33.6056
H 5.6436 -6.9783 -34.0858
H 4.3321 -6.9851 -35.2463
O -0.6445 -3.3722 -35.6165
C -1.0512 -2.3229 -35.1784
O -2.3496 -2.0679 -35.0068
C -2.6439 -0.8711 -34.3178
C -1.1910 -0.3235 -34.3009
O -0.3384 -1.2743 -34.8369
H -3.2766 -0.1800 -34.8747
H -3.0058 -1.0242 -33.3011
H -0.8271 -0.2169 -33.2790
H -1.2637 0.6065 -34.8649
O -0.7331 1.1703 -38.9164
C -1.7556 0.5959 -39.2936
O -2.9304 1.1922 -39.6485
C -3.7641 0.2931 -40.2774
C -3.1160 -1.0470 -39.8836
O -1.8058 -0.6796 -39.4724
H -4.8137 0.3065 -39.9839
H -3.8382 0.4230 -41.3571
H -3.0944 -1.7131 -40.7461
H -3.6293 -1.4699 -39.0200
O -9.5383 1.4206 -30.3647
C -9.0925 0.3190 -30.7045
O -8.0671 -0.3063 -30.0634
C -7.8647 -1.6125 -30.5595
C -8.9993 -1.6931 -31.5783
O -9.5347 -0.4067 -31.6067
H -6.8338 -1.6130 -30.9136
H -8.0247 -2.3102 -29.7375
H -9.7053 -2.5006 -31.3845
H -8.5477 -1.8524 -32.5574
Cl 1.9439 3.3177 -33.6945
C 2.0527 4.9269 -34.4449
C 0.6526 5.4066 -35.0184
Cl -0.5476 5.2233 -33.6512
H 2.7830 4.7239 -35.2282
H 2.5603 5.5426 -33.7024
H 0.3211 4.8011 -35.8619
H 0.6710 6.3637 -35.5398
Cl 4.2408 -2.1265 -38.1349
C 4.5641 -0.3714 -38.0839
C 4.6956 0.1043 -36.6555
Cl 6.3147 -0.3616 -35.9622
H 3.6469 0.0452 -38.5002
H 5.3953 -0.1141 -38.7404
H 3.9122 -0.3881 -36.0793
H 4.5752 1.1876 -36.6552
Cl 1.6235 -6.7650 -42.6696
C 1.1673 -5.3657 -41.7647
C 0.3533 -5.6072 -40.5028
Cl 1.1133 -6.8087 -39.3485
H 0.6330 -4.6394 -42.3772
H 2.0736 -4.8564 -41.4372
H -0.6065 -6.0408 -40.7835
H 0.1787 -4.7770 -39.8184
Cl -6.3424 3.9141 -36.2806
C -8.0717 3.4096 -36.2106
C -8.2861 2.0853 -37.0388
Cl -7.3279 0.7027 -36.4725
H -8.6181 4.2253 -36.6842
H -8.4009 3.2529 -35.1834
H -8.1113 2.2215 -38.1061
H -9.3291 1.7717 -36.9950
Cl -0.3050 -10.5116 -33.9267
C -1.6503 -9.5596 -33.2201
C -1.8538 -8.2935 -34.1069
Cl -2.5118 -6.9361 -33.1943
H -1.3512 -9.2942 -32.2062
H -2.5110 -10.2255 -33.1584
H -2.5821 -8.4067 -34.9099
H -0.9111 -7.8929 -34.4796

---

Entry from the OMol25 dataset: a structure of composition C22H36F6N2PSSi2W (wB97M-V/def2-TZVPD).

Properties
**Highest occupied orbital energy (alpha / beta)**: -3.808 / -3.806 eV
**Net charge**: -1
**Kohn-Sham gap (alpha / beta)**: 6.316 / 6.313 eV

Positions of all 71 atoms, in Å:
W -0.7270 0.3153 -0.0941
C -1.3433 2.5043 -0.4108
C -2.1805 1.9598 0.6041
C -3.0101 0.9754 0.0041
C -2.7033 0.9244 -1.3738
C -1.6810 1.8459 -1.6343
H -0.6578 3.3199 -0.2908
H -2.1999 2.2378 1.6427
H -3.7087 0.3457 0.5274
H -3.1030 0.2192 -2.0830
H -1.1791 1.9745 -2.5785
C -1.5830 -4.2732 -0.2331
Si -2.1141 -2.7223 -1.1722
C -2.5727 -3.1466 -2.9565
C -3.7649 -2.2196 -0.4457
N -0.8673 -1.5067 -1.1639
C 0.2839 -1.7789 -1.9025
C 0.6268 -3.0239 -2.4307
C 1.7707 -3.2059 -3.2044
C 2.5974 -2.1320 -3.4560
C 2.2926 -0.8880 -2.9038
C 1.1691 -0.6907 -2.1043
N 0.8687 0.5079 -1.4215
Si 2.1107 1.7307 -1.4698
C 1.8489 3.2484 -0.3926
C 3.7835 1.0256 -0.9359
C 2.2418 2.5002 -3.1914
H -2.2639 -4.4626 0.5997
H -0.5840 -4.1356 0.1856
H -1.5642 -5.1644 -0.8662
H -3.3251 -3.9411 -2.9592
H -1.7381 -3.4618 -3.5811
H -3.0243 -2.2676 -3.4269
H -4.3981 -3.1052 -0.5725
H -4.2581 -1.4042 -0.9771
H -3.7390 -1.9904 0.6162
H 0.0002 -3.8829 -2.2320
H 2.0024 -4.1891 -3.5961
H 3.4891 -2.2449 -4.0606
H 2.9723 -0.0729 -3.1024
H 1.5226 3.0313 0.6217
H 1.1632 3.9651 -0.8463
H 2.8250 3.7403 -0.3312
H 3.6550 0.0281 -0.5110
H 4.2385 1.6645 -0.1751
H 4.4897 0.9428 -1.7647
H 1.3308 3.0707 -3.3961
H 2.3663 1.7810 -4.0000
H 3.0803 3.2028 -3.2256
S 0.9204 -0.7645 1.3609
C 0.3084 0.7792 1.5378
C 1.5439 2.2983 4.8664
C 1.6839 1.4931 3.5794
C 2.9675 1.8560 2.8411
C 0.4535 1.6987 2.6973
H 2.4094 2.1533 5.5165
H 0.6494 2.0040 5.4181
H 1.4688 3.3680 4.6469
H 1.7159 0.4298 3.8363
H 2.9671 2.9165 2.5692
H 3.0764 1.2725 1.9259
H 3.8448 1.6716 3.4654
H 0.3934 2.7411 2.3607
H -0.4490 1.5229 3.2948
F -2.0068 -0.9097 1.7221
P -2.6364 -0.9530 3.2866
F -2.7319 -2.5454 3.1453
F -4.1094 -0.7945 2.6376
F -1.1383 -1.0663 3.8581
F -2.5184 0.6660 3.3421
F -3.2515 -0.9891 4.7637

---

Entry from the OMol25 dataset: an isolated molecule of C22H36N6O2 in a non-equilibrium geometry (wB97M-V/def2-TZVPD).

Properties
**Highest occupied orbital energy**: -8.770 eV
**SMILES**: CCCCc1cn(C[C@H]2CC[C@@H]([C@@H]3CC[C@H](Cn4cc(CCCC)nn4)O3)O2)nn1
**Kohn-Sham gap**: 9.336 eV

Positions of all 66 atoms, in Å:
C -3.0860 0.7245 5.3995
C -2.6534 0.7167 3.9390
C -1.5712 1.7574 3.6636
C -1.1274 1.7511 2.1972
C -0.4969 0.4592 1.8162
C 0.6670 -0.1284 2.2777
N 0.7557 -1.2917 1.6004
C 1.7688 -2.3118 1.6321
C 3.1390 -1.7438 2.0367
C 4.2620 -2.7536 1.7815
C 4.6387 -2.4637 0.3286
C 4.2426 -0.9888 0.1349
C 3.4926 -0.7534 -1.1886
C 2.7574 0.6022 -1.2422
C 1.3989 0.2650 -1.8694
C 1.5629 -1.2009 -2.3021
C 0.2717 -2.0243 -2.2276
N -0.7901 -1.3559 -2.9177
C -1.7928 -0.6300 -2.3736
C -2.4874 -0.1368 -3.4595
C -3.6718 0.7618 -3.5013
C -3.2585 2.2211 -3.7354
C -2.3313 2.7819 -2.6572
C -2.9848 2.8686 -1.2828
N -1.8671 -0.5849 -4.5736
N -0.8609 -1.3049 -4.2436
O 2.5094 -1.7490 -1.4033
O 3.4749 -0.6091 1.2689
N -0.2814 -1.4121 0.7852
N -1.0326 -0.3766 0.9051
H -3.4827 1.6996 5.6745
H -2.2422 0.5038 6.0503
H -3.8578 -0.0214 5.5742
H -3.5162 0.9201 3.3015
H -2.2787 -0.2748 3.6754
H -1.9534 2.7500 3.9122
H -0.7075 1.5630 4.3046
H -1.9902 1.9125 1.5498
H -0.4122 2.5619 2.0325
H 1.3990 0.2016 2.9813
H 1.8233 -2.7245 0.6210
H 1.4765 -3.1018 2.3331
H 3.1063 -1.4187 3.0829
H 3.9396 -3.7798 1.9386
H 5.1009 -2.5391 2.4439
H 5.6967 -2.6228 0.1354
H 4.0583 -3.0825 -0.3534
H 5.1204 -0.3288 0.1266
H 4.2347 -0.8134 -2.0029
H 2.6423 0.9951 -0.2336
H 3.3180 1.3209 -1.8362
H 1.1579 0.9039 -2.7162
H 0.5990 0.3469 -1.1343
H 1.9662 -1.2397 -3.3270
H -0.0174 -2.1385 -1.1777
H 0.4386 -3.0033 -2.6828
H -1.9257 -0.5401 -1.3154
H -4.3195 0.4493 -4.3225
H -4.2257 0.6715 -2.5661
H -4.1598 2.8364 -3.7903
H -2.7503 2.2793 -4.7002
H -1.4358 2.1601 -2.5907
H -2.0157 3.7825 -2.9637
H -3.9209 3.4207 -1.3394
H -2.3251 3.3828 -0.5869
H -3.1888 1.8773 -0.8872

---

Entry from the OMol25 dataset: a structure of composition C22H36O3P2Pd in a non-equilibrium geometry (wB97M-V/def2-TZVPD).

Properties
**Highest occupied orbital energy (alpha / beta)**: -12.958 / -14.378 eV
**Net charge**: +2
**Multiplicity**: 5
**Kohn-Sham gap (alpha / beta)**: 8.137 / 6.330 eV

Positions of all 64 atoms, in Å:
P 0.3510 -2.1647 -1.8028
P 0.5506 0.9597 -3.4080
C -0.3794 -1.6939 -3.3853
C 0.4454 -0.6486 -4.1816
H -1.4215 -1.3632 -3.2541
H -0.3874 -2.6016 -3.9937
H 1.4693 -0.9934 -4.3951
H -0.0372 -0.4802 -5.1545
C -0.8903 1.9908 -3.8171
H -1.0903 2.7317 -3.0188
H -1.7657 1.3419 -3.9819
H -0.6269 2.5369 -4.7354
C 1.8684 2.2037 -3.6390
H 1.7263 2.6640 -4.6308
H 2.8642 1.7384 -3.6010
H 1.8181 3.0171 -2.8883
C -0.8009 -3.8482 -1.6056
H -0.8163 -4.5273 -0.6926
H -0.1387 -4.3972 -2.3129
H -1.8228 -3.6120 -1.9523
C 2.0543 -2.6355 -2.1146
H 2.6359 -1.7444 -2.3720
H 2.0529 -3.3380 -2.9602
H 2.4859 -3.1197 -1.2294
Pd -0.1151 -3.0363 0.0413
C -0.2247 2.8897 0.1357
C -1.4840 2.8635 -0.3261
C -2.3608 1.6822 -0.4950
C -1.8937 0.4568 0.3680
C -1.1935 -0.2952 -0.6215
C 0.2563 -0.3791 -0.6739
C 0.8172 0.9111 -1.1269
C 0.8724 1.8585 0.0564
C 1.1726 -3.7235 1.3147
H 0.1581 3.8207 0.5954
H -1.9997 3.8296 -0.5304
H -2.4051 1.3771 -1.5638
H -3.3669 1.8976 -0.1315
H -1.2553 0.6969 1.2253
H -2.7696 -0.0704 0.7716
H -1.7891 -0.7462 -1.4286
H 0.8607 -0.7349 0.1951
H -0.0159 1.3554 -1.7684
H 1.8535 0.7822 -1.4769
H 0.9441 1.2493 0.9681
H 1.7661 2.4928 -0.0205
H 1.7131 -2.8716 1.7634
H 1.8496 -4.4084 0.7850
H 0.4732 -4.2252 2.0285
O 1.9876 1.2396 4.2800
C 0.8446 1.0925 4.9231
C 0.5840 1.8413 6.1130
C -0.6447 1.6836 6.7556
C -1.6257 0.8039 6.2361
C -1.3534 0.0822 5.0635
C -0.1367 0.1997 4.3996
C 0.1170 -0.5408 3.1219
O -0.7527 -1.3158 2.6633
O 1.2546 -0.2769 2.5567
H 1.8680 0.5684 3.4217
H 1.3582 2.5268 6.4661
H -0.8411 2.2747 7.6660
H -2.5876 0.7191 6.7598
H -2.0808 -0.5870 4.6155

---

Entry from the OMol25 dataset: a structure of composition C22H37ClEuNP in a non-equilibrium geometry (wB97M-V/def2-TZVPD).

Properties
**Highest occupied orbital energy (alpha / beta)**: -3.831 / -3.898 eV
**Net charge**: -1
**Multiplicity**: 7
**Kohn-Sham gap (alpha / beta)**: 6.500 / 6.567 eV

Positions of all 63 atoms, in Å:
C 0.6357 3.7047 -0.0030
C 0.5458 4.5707 -1.1420
C 1.4709 4.1004 -2.1216
H -0.0909 5.4553 -1.2095
C 2.1683 2.9752 -1.5849
C 1.6531 2.7372 -0.2735
H 1.9980 1.9763 0.4093
H 0.0300 3.7593 0.9028
H 1.6493 4.5612 -3.0942
H 3.0087 2.4252 -2.0160
Eu -0.8068 1.8095 -1.4942
Cl -2.5966 2.2945 0.3185
C -2.7981 1.6914 -3.1910
C -1.6570 1.3104 -3.9581
C -0.7902 2.4478 -4.0551
H -1.4876 0.3418 -4.4209
C -1.4233 3.5384 -3.3786
C -2.6536 3.0736 -2.8322
H -3.3435 3.6635 -2.2222
H -3.6400 1.0573 -2.9252
H 0.1785 2.4843 -4.5584
H -1.0311 4.5511 -3.2837
C 2.0602 -3.1759 0.8709
C 1.8605 -1.7653 0.3015
C 2.9254 -0.7991 0.8397
C 2.0186 -1.7978 -1.2308
P 0.1158 -1.0851 0.7245
N -0.1056 0.0591 -0.3481
C -1.2665 -2.3648 0.4216
C -1.2745 -3.4308 1.5254
C -2.6366 -1.6681 0.3640
C -1.0442 -3.0112 -0.9507
C 0.0367 -0.4370 2.5237
C 0.7268 0.9302 2.6114
C -1.4200 -0.1860 2.9526
C 0.7113 -1.4290 3.4896
H 3.1005 -3.4855 0.6757
H 1.4122 -3.9111 0.3776
H 1.9032 -3.2340 1.9572
H 3.9172 -1.1539 0.5132
H 2.7741 0.2033 0.4148
H 2.9443 -0.7350 1.9329
H 1.3788 -2.5498 -1.7007
H 1.7611 -0.8165 -1.6506
H 3.0605 -2.0323 -1.4898
H -1.5907 -3.0288 2.4962
H -2.0067 -4.2034 1.2432
H -0.3062 -3.9319 1.6482
H -2.5939 -0.7554 -0.2455
H -3.3594 -2.3626 -0.0904
H -3.0172 -1.4002 1.3515
H -1.9076 -3.6560 -1.1713
H -0.9866 -2.2383 -1.7281
H -0.1547 -3.6474 -0.9945
H 0.3509 1.5941 1.8243
H 0.4656 1.3846 3.5793
H 1.8174 0.8702 2.5555
H -2.0190 -1.1000 3.0350
H -1.4080 0.2727 3.9557
H -1.8951 0.5321 2.2645
H 0.5742 -1.0426 4.5094
H 0.2681 -2.4312 3.4588
H 1.7894 -1.5088 3.3160

---

Entry from the OMol25 dataset: a cluster of 5 separate species, C22H37ClN4OP in total (wB97M-V/def2-TZVPD).

Properties
**Highest occupied orbital energy**: -2.551 eV
**Net charge**: -1
**Kohn-Sham gap**: 4.418 eV

Positions of all 66 atoms, in Å:
C 2.8360 -4.1619 -2.5400
C 1.9241 -3.4113 -2.3344
C 0.7999 -2.5150 -2.0624
C -0.5683 -3.2004 -2.3719
C -1.5638 -2.1650 -2.9332
C -3.0710 -2.4246 -2.8513
P -3.8054 -3.9910 -2.9007
O -3.3142 -4.8596 -1.5053
Cl -2.5806 -5.0235 -4.3327
H 3.5909 -4.8908 -2.6738
H 0.8345 -2.2031 -1.0186
H 0.9008 -1.6458 -2.7190
H -0.3765 -3.9740 -3.1091
H -0.9457 -3.6308 -1.4463
H -1.3811 -1.2386 -2.3695
H -1.2504 -1.9442 -3.9630
H -3.4026 -2.0445 -1.8723
H -3.5411 -4.2612 -0.7816
C -7.1826 0.5527 0.9755
C -6.0045 0.8597 0.0610
C -5.7789 -0.2180 -1.0059
C -5.5020 -1.5248 -0.4181
N -5.2487 -2.5632 0.0043
H -7.0184 -0.3709 1.5333
H -7.3227 1.3598 1.6950
H -8.1065 0.4424 0.4032
H -5.0996 0.9726 0.6585
H -6.1705 1.8154 -0.4380
H -4.9363 0.0278 -1.6543
H -6.6602 -0.3209 -1.6422
C -1.5048 3.5507 1.2416
C -1.7362 3.6821 2.7408
C -2.8748 2.7884 3.2485
C -4.1461 3.1266 2.6113
N -5.1254 3.3992 2.0743
H -2.3831 3.8607 0.6728
H -0.6692 4.1787 0.9347
H -1.2699 2.5206 0.9679
H -1.9589 4.7218 2.9886
H -0.8218 3.4179 3.2730
H -2.9984 2.8988 4.3268
H -2.6611 1.7375 3.0436
C 5.9491 -2.7847 0.1438
C 5.7526 -2.3604 -1.3056
C 5.3719 -0.8830 -1.4459
C 4.1148 -0.5851 -0.7608
N 3.1231 -0.3706 -0.2247
H 5.0255 -2.6722 0.7132
H 6.2442 -3.8324 0.1995
H 6.7261 -2.1899 0.6311
H 4.9735 -2.9670 -1.7649
H 6.6723 -2.5296 -1.8701
H 5.2522 -0.6160 -2.4967
H 6.1515 -0.2439 -1.0243
C 4.8846 2.2313 2.9721
C 4.7278 2.6456 1.5147
C 4.3381 4.1188 1.3505
C 3.0554 4.4124 1.9870
N 2.0496 4.6349 2.4969
H 3.9444 2.3359 3.5147
H 5.1890 1.1872 3.0403
H 5.6398 2.8373 3.4781
H 3.9756 2.0157 1.0373
H 5.6676 2.4781 0.9845
H 4.2532 4.3767 0.2940
H 5.0940 4.7705 1.7932